No. 1
Below is a structure of composition C17H15BrO2Os at a distorted geometry, with properties calculated with the ωB97M-V functional and the def2-TZVPD basis.

net charge: 0
energy relative to the best compared isomer or geometry (same formula, charge and spin): 231.4 kJ/mol
spin multiplicity: 5
<S²>: 6.0532
HOMO (spin up / spin down): -4.68 / -8.14 eV
E_LUMO (spin up / spin down): 0.186 / -2.534 eV

CARTESIAN COORDINATES (ANGSTROEM)
H1 0.3281 1.4958 -2.1132
H2 -2.5322 -1.9610 1.1367
H3 -3.0618 0.6360 0.6606
H4 1.8273 -0.7634 -2.0684
O1 0.7637 2.2879 2.5044
H5 -0.0057 2.4448 7.2546
C1 2.4516 1.3484 0.4736
Br1 0.9826 -1.7733 1.3608
C2 -1.3854 -0.8675 -1.8146
H6 3.0203 1.7293 1.3090
H7 -1.2414 -2.9542 -1.0167
C3 -0.3339 1.7467 6.4827
H8 1.0136 3.0051 0.0067
Os1 -0.5137 -0.3787 0.0334
C4 1.3844 2.0026 -0.1833
C5 -0.0308 2.0028 5.1415
C6 2.7148 0.1130 -0.1912
C7 -1.1727 -0.0303 4.4860
C8 1.7929 -0.0140 -1.2787
H9 -0.8921 -0.9459 -2.7787
C9 -2.2401 -1.4036 0.2565
C10 -2.5171 -0.0326 0.0069
C11 -1.9759 0.3098 -1.2589
H10 -1.2894 0.3851 7.8786
C12 -1.5694 -1.9281 -0.8862
C13 -1.4717 -0.2938 5.8282
H11 -2.0307 -1.1940 6.0885
C14 0.9575 1.1712 -1.2896
C15 -0.4639 1.1273 4.1280
H12 0.5473 2.8818 4.8574
C16 -0.1330 1.4574 2.6845
H13 -1.4796 -0.7169 3.6968
H14 3.5293 -0.5597 0.0477
C17 -1.0563 0.5940 6.8319
O2 -0.8658 0.8640 1.7807
H15 -2.0114 1.2914 -1.7154


No. 2
Below is a structure of composition C3H6I2NS at a distorted geometry, with properties calculated with the ωB97M-V functional and the def2-TZVPD basis.

net charge: +1
energy relative to the best compared isomer or geometry (same formula, charge and spin): 41.1 kJ/mol
HOMO: -13.31 eV
E_LUMO: -5.122 eV

CARTESIAN COORDINATES (ANGSTROEM)
H1 1.3499 -0.2863 1.0036
H2 -0.1983 0.2710 1.6673
I1 -1.3219 -2.7978 -2.3182
N1 -0.3163 -0.7714 -0.2868
C1 0.4130 0.0800 0.7125
I2 1.0492 -3.2597 0.4177
C2 -0.1713 -1.9790 -0.7559
S1 -1.0510 2.2473 -0.4061
C3 0.5797 1.5285 0.0052
H3 -1.0494 -0.2328 -0.6816
H4 1.2144 1.3130 -0.8149
H5 -1.6410 1.7479 0.7063
H6 1.1430 2.1394 0.7509


No. 3
Below is a structure of composition C3H5HgO3 at a distorted geometry, with properties calculated with the ωB97M-V functional and the def2-TZVPD basis.

net charge: +2
energy relative to the best compared isomer or geometry (same formula, charge and spin): 707.1 kJ/mol
spin multiplicity: 2
<S²>: 0.7598
HOMO (spin up / spin down): -19.77 / -19.71 eV
E_LUMO (spin up / spin down): -11.589 / -12.181 eV

CARTESIAN COORDINATES (ANGSTROEM)
C1 0.5106 0.1747 -1.0858
H1 0.1896 -0.4484 -1.9325
O1 -2.6237 0.4894 0.3273
O2 1.2770 -0.9580 0.6469
H2 2.4246 0.5327 -0.1530
H3 -3.0684 0.2555 1.1542
Hg1 -0.3799 -1.3191 1.6772
C2 1.3978 0.3566 0.1930
H4 1.0937 1.1904 0.8410
C3 -1.4468 -0.0178 0.2392
O3 -0.7939 0.5896 -0.7062
H5 1.4194 -0.8454 -1.2013


No. 4
Below is a structure of composition C4H12N2O at a distorted geometry, with properties calculated with the ωB97M-V functional and the def2-TZVPD basis.

net charge: 0
energy relative to the best compared isomer or geometry (same formula, charge and spin): 587.0 kJ/mol
HOMO: -7.57 eV
E_LUMO: 0.989 eV

CARTESIAN COORDINATES (ANGSTROEM)
H1 -1.7759 -2.6825 -1.5838
H2 -1.3632 0.3358 1.2529
H3 -0.7347 1.1892 -1.4474
H4 0.8697 0.3601 2.1684
H5 2.4959 0.2386 1.4699
H6 -2.5094 0.5415 -0.0238
H7 -0.2010 -3.0752 -1.7852
H8 0.3071 2.1622 0.4628
C1 -1.5756 0.0293 0.2230
C2 -0.5299 0.3284 -0.8100
N1 0.7822 -0.0099 -0.7290
C3 1.1282 1.4592 0.3261
N2 -0.8242 -2.4032 -1.3370
C4 1.6468 0.9072 1.6266
H9 0.8685 -0.8366 -0.1367
O1 -0.6060 -1.1675 -2.0148
H10 -1.8558 -1.0138 0.3699
H11 1.8835 1.9163 -0.3064
H12 1.9937 1.7208 2.2745


No. 5
Below is a structure of composition C36H48BrCoFN6O8SSi, with properties calculated with the ωB97M-V functional and the def2-TZVPD basis.

net charge: -2
energy relative to the best compared isomer or geometry (same formula, charge and spin): 0.0 kJ/mol
spin multiplicity: 2
<S²>: 0.7735
HOMO (spin up / spin down): -3.32 / -2.85 eV
E_LUMO (spin up / spin down): 3.464 / 3.464 eV

CARTESIAN COORDINATES (ANGSTROEM)
O1 7.6511 -3.2107 -6.1567
H1 2.4797 4.3587 -3.0034
Co1 0.3149 -0.9404 -1.6791
H2 -0.4070 3.4106 -0.1429
C1 -0.1126 1.7296 4.8347
H3 -2.1726 -0.7173 -1.1328
H4 -1.5984 -0.3426 4.0121
H5 1.4894 2.7901 3.0641
H6 1.0861 3.1699 -4.6819
C2 -2.3161 2.8385 5.1704
H7 0.3734 5.6474 2.6708
H8 -4.7930 4.3169 1.8507
C3 1.2785 2.7151 -3.7146
C4 -1.5504 1.8285 4.3028
C5 -4.3357 1.7459 2.3229
H9 -3.1125 -3.3055 -3.8351
C6 2.3017 2.7700 -1.5575
C7 1.1886 3.1228 2.0720
C8 1.7716 1.5129 -1.2876
C9 4.1593 -2.1439 -3.0311
H10 -2.5420 -3.6226 -1.0224
Si1 -1.5471 2.3324 2.4434
C10 -1.3473 -2.3026 -3.4884
O2 -0.1345 -2.4254 -3.3483
H11 2.0703 -2.7587 0.0839
H12 4.1776 -3.9779 -0.1995
H13 5.8094 -5.1545 -0.6656
C11 5.8997 -3.8248 -2.3835
C12 -1.6818 -3.5453 1.4039
N1 2.2242 -1.7125 -1.6824
C13 -0.3271 4.8710 3.0001
C14 -3.3082 2.7500 1.7760
H14 -1.7274 0.7416 -2.0255
H15 -3.7309 4.3234 3.2601
H16 4.7213 -1.9429 -3.9324
F1 -4.7118 -2.7718 -2.2164
H17 2.5764 -0.7522 -3.4615
H18 -4.0382 0.7148 2.1155
H19 -1.6625 -3.4215 2.4801
O3 9.4324 -4.7783 -5.5798
H20 0.4950 1.0566 4.2261
H21 -3.1507 4.9368 1.7093
C15 3.8731 -3.2853 -0.9718
H22 -1.3222 5.3209 3.0297
C16 4.6316 -3.0771 -2.1164
H23 -1.9281 3.8553 5.0803
C17 2.9684 -1.4879 -2.7725
H24 -3.3801 2.8615 4.9294
H25 -4.4970 1.8502 3.3967
O4 -6.3182 -1.2572 -0.5001
C18 -2.1733 0.4370 4.5131
H26 0.3882 2.6970 4.8873
H27 -2.2289 2.5435 6.2231
N2 -2.9045 -2.9152 0.9014
Br1 -0.9530 0.5066 1.3054
H28 -2.7384 3.3482 -0.2725
N3 -4.8054 -1.6066 1.1625
N4 -2.1110 -3.3666 -3.8577
C19 -3.6934 -2.1830 1.7614
O5 0.6270 -3.1482 1.4687
O6 -3.4780 -2.0392 2.9489
H29 1.8797 3.9158 1.7637
C20 -5.2731 -1.7561 -0.1359
C21 -3.3801 2.6368 0.2430
N5 6.5848 -3.4809 -3.4682
H30 -1.3922 4.7494 0.4879
H31 -0.0510 4.5965 4.0201
H32 2.0096 1.0532 -0.3297
C22 2.6841 -2.5974 -0.7936
C23 -3.7583 4.1625 2.1800
H33 -3.1996 0.3562 4.1631
O7 -0.5606 -2.3437 -0.2887
H34 2.9182 3.2683 -0.8146
C24 -0.4510 4.2101 0.6015
C25 -1.5609 -0.3383 -1.9618
C26 7.5235 -5.4669 -1.9185
C27 -0.3939 -2.9515 0.7991
N6 8.2129 -5.1352 -3.0005
S1 8.6623 -3.6103 -5.1979
H35 -5.2976 1.9202 1.8263
H36 -3.1118 1.6388 -0.1051
H37 -1.7055 -0.3581 -4.1167
C28 -0.2423 3.6815 2.0296
H38 7.9310 -6.2737 -1.3152
H39 0.3577 4.9110 0.3658
O8 9.4485 -2.5180 -4.6436
H40 -3.1236 -1.0968 -3.3766
C29 6.3449 -4.8463 -1.5509
C30 0.7511 1.4621 -3.4211
C31 -3.2438 -3.0672 -0.4166
H41 -1.6652 -4.2658 -3.9221
H42 -1.7126 -4.6136 1.1781
C32 2.0587 3.3849 -2.7794
H43 -5.3884 -1.0668 1.7837
C33 7.7079 -4.1463 -3.7361
H44 -4.4130 2.8334 -0.0690
C34 -4.3700 -2.5612 -0.9305
C35 -2.0358 -0.9792 -3.2763
C36 0.9680 0.8042 -2.1993
H45 0.1404 0.9765 -4.1792
H46 1.3131 2.2909 1.3792
H47 -0.1422 1.3196 5.8512
H48 -2.1738 0.2154 5.5876


No. 6
Below is a structure of composition C12H22ClILaN2O6S3 at a distorted geometry, with properties calculated with the ωB97M-V functional and the def2-TZVPD basis.

net charge: +3
HOMO: -16.21 eV
E_LUMO: -11.787 eV

CARTESIAN COORDINATES (ANGSTROEM)
C1 1.1105 3.3333 -1.4713
H1 -2.0000 -1.6213 1.7521
O1 -4.2400 2.0373 2.2873
C2 0.0515 -1.8704 -0.9654
H2 2.2667 -1.5488 3.5739
H3 -0.0295 1.4194 -1.3688
H4 3.4614 -0.3257 3.0736
N1 2.8747 -1.7301 1.5670
N2 0.9942 1.1249 0.7621
C3 -1.7187 -1.0756 0.8506
S1 -0.3487 -0.8724 -2.4826
H5 1.6602 -3.1487 -2.1794
C4 -2.9806 -0.2720 0.4693
La1 -2.7576 1.6483 -2.8499
C5 0.9485 0.9882 -1.5984
H6 -1.7256 1.4076 -0.0729
H7 0.0087 1.3251 0.7599
C6 1.5898 2.1771 -2.2817
H8 1.1363 -2.7897 1.1751
H9 2.6651 2.1361 -2.4599
H10 3.4390 -1.1792 0.9375
O2 1.5425 3.8664 -0.5643
H11 -0.9346 -0.3922 1.1620
H12 -3.7168 -0.3959 1.2674
C7 -1.1993 -2.1587 -0.1093
C8 3.1524 -1.3678 2.9646
O3 -1.6008 0.1360 -2.2846
O4 -0.6324 -1.5984 -3.6691
H13 2.1873 -1.6640 -0.7818
C9 -2.7250 1.2461 0.3446
Cl1 -2.3857 3.9389 1.3656
H14 0.8418 -1.1985 1.8751
O5 0.8208 0.0572 -2.7239
H15 -2.0058 -2.4985 -0.7680
H16 1.1042 2.2321 -3.2539
H17 -3.4747 -0.6695 -0.4240
H18 2.5885 0.5363 -0.3576
I1 -0.9633 3.7643 -2.2319
C10 1.5113 0.3441 -0.3347
O6 -1.8077 1.5174 2.7023
H19 -0.9290 -3.0305 0.4863
H20 -3.4539 1.6926 -0.3522
H21 3.9503 -1.9940 3.3586
S2 0.4708 -3.4814 -1.6663
S3 -2.8663 2.0830 1.9231
C11 1.4778 -1.7478 1.1752
H22 1.3141 0.8520 1.6801
C12 1.3276 -1.2328 -0.2613